Molecular formula: C4H11BN3
Method: DFT, the ωB97M-V functional and the def2-TZVPD basis

For the HOMO-LUMO gap, the calculation gives 8.66 eV. As for the net charge: +1. The calculation puts the molar mass at 111.96 g mol⁻¹. The SMILES is B[C@H]1N(C)C=N[N@@H+]1C. Its energy above the lowest of the compared OMol25 structures with the same formula, charge and spin is 11.0 kcal per mole. The value obtained for the total energy is -347.76836 Ha.

Element x y z (Å)
1 B -0.34 -1.83 1.03
2 C -0.14 -0.58 0.04
3 N -0.97 0.58 0.01
4 C -2.33 0.49 -0.45
5 C -0.25 1.67 0.18
6 N 0.95 1.48 0.54
7 N 1.27 0.04 0.40
8 C 2.37 -0.06 -0.60
9 H -1.08 -1.90 1.94
10 H 0.32 -2.74 0.76
11 H -0.12 -0.99 -1.01
12 H -2.65 0.43 -1.57
13 H -2.87 -0.26 0.07
14 H -2.78 1.50 -0.35
15 H -0.69 2.65 0.20
16 H 1.53 -0.37 1.33
17 H 3.19 0.48 -0.27
18 H 2.62 -1.05 -0.79
19 H 1.97 0.46 -1.47